This record from the OMol25 dataset describes a 2-piece molecular cluster, C6H11NO overall in a non-equilibrium geometry. The level of theory is wB97M-V/def2-TZVPD.

Calculated values
- ΔE to the lowest compared entry with this formula, charge and spin: 221.7 kJ/mol
- Gap between HOMO and LUMO: 0.3883 Ha
- E_HOMO: -9.918 eV
- Structure (SMILES): CC1(C)CC1.N=C=O
- E_LUMO: 0.65 eV

Geometry as XYZ:
```
19
Properties=species:S:1:pos:R:3:lowdin_charge:R:1
C -1.378 1.435 -0.299 -0.05
C -0.932 0.029 -0.050 -0.58
C -1.165 -0.470 1.352 -0.05
C -1.080 -0.893 -1.201 -0.11
C 0.296 -0.468 -0.763 -0.11
H -1.701 1.659 -1.386 0.11
H -0.681 2.207 0.032 0.08
H -2.186 1.531 0.366 0.05
H -2.278 -0.483 1.641 0.11
H -0.563 0.049 2.076 0.07
H -1.014 -1.537 1.412 0.07
H -1.357 -0.417 -2.252 0.14
H -1.586 -1.893 -1.107 0.11
H 0.875 -1.046 -0.159 0.03
H 0.817 0.286 -1.301 0.10
N 3.032 -0.404 0.570 0.22
C 3.870 0.327 0.219 -0.44
O 4.641 1.059 -0.267 0.13
H 2.392 -0.972 1.117 0.11
```